Version one
ORCA calculation (ωB97M-V/def2-TZVPD) on a 2-piece molecular cluster, C6H14N2 overall.

LUMO level   0.03919 Eh
SMILES string   C/C=C/N.C=CNC
HOMO-LUMO gap   9.140 eV
Spin multiplicity   1

Cartesian coordinates (Å):
C1 0.89535 0.00613 -1.25391
C2 2.37445 -0.13310 -1.05891
C3 2.98424 -0.50457 0.05756
N1 4.35611 -0.76746 0.23316
H1 0.34060 -0.03626 -0.32300
H2 0.67822 0.95022 -1.75774
H3 0.53056 -0.78902 -1.91192
H4 2.97643 0.05684 -1.94735
H5 2.40687 -0.63780 0.96922
H6 4.69685 -0.38686 1.10699
H7 4.90893 -0.39788 -0.52983
C4 -1.35710 1.85869 0.48172
C5 -2.23027 0.92609 0.11520
N2 -3.09174 0.23890 0.97057
C6 -3.29068 -1.17855 0.68243
H8 -1.31979 2.11594 1.53685
H9 -0.64079 2.31979 -0.17508
H10 -2.34393 0.62960 -0.92400
H11 -2.80575 0.36412 1.93381
H12 -4.17303 -1.53348 1.21284
H13 -3.46456 -1.30615 -0.38528
H14 -2.43099 -1.79521 0.96666

Charge distribution, Löwdin scheme, values in e:
1. C -0.131
2. C -0.189
3. C -0.245
4. N 0.019
5. H 0.042
6. H 0.066
7. H 0.072
8. H 0.096
9. H 0.110
10. H 0.072
11. H 0.074
12. C -0.026
13. C -0.271
14. N -0.106
15. C -0.119
16. H 0.051
17. H 0.038
18. H 0.110
19. H 0.111
20. H 0.073
21. H 0.076
22. H 0.077


Version two
ORCA calculation (ωB97M-V/def2-TZVPD) on a 2-piece molecular cluster, C6H14N2 overall.

LUMO level   0.04208 Eh
SMILES string   C/C=C/C.N/C=C/N
HOMO-LUMO gap   9.662 eV
Spin multiplicity   1

Cartesian coordinates (Å):
C1 -0.77789 0.09675 -1.77790
C2 -1.13886 -1.20073 -1.99058
C3 -0.15895 -2.27186 -2.38318
C4 -1.69077 1.13024 -1.21852
H1 0.26498 0.39197 -2.01725
H2 -2.18535 -1.52161 -1.90359
H3 -0.38368 -3.20541 -1.81035
H4 -0.32372 -2.50603 -3.45368
H5 0.87762 -2.00473 -2.16111
H6 -2.75228 0.86181 -1.32828
H7 -1.56401 2.09771 -1.70774
H8 -1.62807 1.30076 -0.15450
C5 0.44603 0.54870 2.32368
C6 1.68904 0.94466 2.01795
N1 2.39123 2.10144 2.48533
N2 0.00692 -0.71886 1.87622
H9 -0.20154 1.04785 3.05269
H10 2.28656 0.36018 1.31239
H11 3.01740 2.44946 1.75803
H12 2.97477 1.90504 3.32325
H13 -0.64893 -0.62246 1.11314
H14 -0.50051 -1.18490 2.64399

Charge distribution, Löwdin scheme, values in e:
1. C -0.187
2. C -0.188
3. C -0.125
4. C -0.127
5. H 0.109
6. H 0.102
7. H 0.078
8. H 0.075
9. H 0.069
10. H 0.077
11. H 0.069
12. H 0.051
13. C -0.232
14. C -0.220
15. N -0.018
16. N -0.006
17. H 0.104
18. H 0.102
19. H 0.062
20. H 0.084
21. H 0.042
22. H 0.080


Most stable structure - version one; separation to the second - 0.0089 hartree.


Version one
ORCA calculation (ωB97M-V/def2-TZVPD) on one molecule with the formula C6H14N2.

LUMO level   0.03831 Eh
SMILES string   [H]/N=C/NCCCCC
HOMO-LUMO gap   9.840 eV
Spin multiplicity   1

Cartesian coordinates (Å):
C1 0.82734 0.34179 -2.98938
C2 1.30438 -0.10228 -1.62264
C3 1.33890 1.07199 -0.55851
C4 0.04160 0.99597 0.31109
C5 0.03587 -0.26874 1.20040
N1 -1.24168 -0.21815 1.97446
C6 -1.93797 -1.37241 2.13681
N2 -2.59370 -1.51777 3.23285
H1 -0.16806 0.76201 -2.98015
H2 0.81291 -0.49501 -3.68359
H3 1.50863 1.08756 -3.45714
H4 2.30845 -0.49678 -1.79625
H5 0.63764 -0.90129 -1.30030
H6 1.33636 1.95585 -1.21017
H7 2.27582 1.20945 0.01608
H8 -0.05584 1.80915 1.04576
H9 -0.84111 1.30459 -0.35991
H10 0.13073 -1.22426 0.70659
H11 0.81051 -0.14240 1.96034
H12 -1.07366 0.49126 2.67136
H13 -2.15553 -2.07281 1.34084
H14 -3.30159 -2.21772 3.36145

Charge distribution, Löwdin scheme, values in e:
1. C -0.137
2. C -0.263
3. C -0.195
4. C -0.202
5. C -0.194
6. N -0.026
7. C -0.338
8. N 0.048
9. H 0.065
10. H 0.066
11. H 0.083
12. H 0.101
13. H 0.085
14. H 0.092
15. H 0.106
16. H 0.097
17. H 0.136
18. H 0.098
19. H 0.120
20. H 0.126
21. H 0.118
22. H 0.015


Version two
ORCA calculation (ωB97M-V/def2-TZVPD) on one molecule with the formula C6H14N2.

LUMO level   0.04067 Eh
SMILES string   [H]/N=N/[C@H](C)CC(C)C
HOMO-LUMO gap   9.067 eV
Spin multiplicity   1

Cartesian coordinates (Å):
C1 -1.07221 0.47173 -0.07064
C2 1.08460 -0.96431 0.11830
C3 -0.71961 -0.94955 -0.18170
C4 -0.78105 1.39245 -1.23753
C5 1.45770 -0.25393 1.39188
C6 1.99608 -0.62554 -1.04646
N1 -2.80799 0.33839 0.35226
N2 -2.91525 0.63036 1.53587
H1 -0.72238 0.95638 0.84481
H2 1.17498 -2.04461 0.27007
H3 -3.87497 0.88504 1.84421
H4 -1.11576 -1.53898 0.64720
H5 -0.99464 -1.40094 -1.13887
H6 0.24764 1.75768 -1.19125
H7 -0.95996 0.90193 -2.19800
H8 -1.39972 2.29463 -1.17226
H9 1.79278 0.77800 1.24954
H10 1.74326 -1.20057 -1.94194
H11 1.99823 0.44342 -1.27627
H12 0.60576 -0.15497 2.09279
H13 2.22736 -0.82949 1.91583
H14 3.03516 -0.88710 -0.80785

Charge distribution, Löwdin scheme, values in e:
1. C -0.354
2. C -0.347
3. C -0.102
4. C -0.067
5. C -0.112
6. C -0.105
7. N -0.014
8. N -0.017
9. H 0.089
10. H 0.106
11. H 0.056
12. H 0.090
13. H 0.100
14. H 0.067
15. H 0.081
16. H 0.076
17. H 0.080
18. H 0.077
19. H 0.060
20. H 0.078
21. H 0.080
22. H 0.079


Most stable structure - version one; separation to the second - 0.0630 hartree.


Version one
ORCA calculation (ωB97M-V/def2-TZVPD) on one molecule with the formula C6H14N2.

LUMO level   0.03578 Eh
SMILES string   CCN/C=C/CCN
HOMO-LUMO gap   8.452 eV
Spin multiplicity   1

Cartesian coordinates (Å):
C1 1.32510 -0.84639 2.54161
C2 -0.21967 -0.71449 2.42217
C3 -0.74609 -0.51394 1.09807
C4 -0.12804 0.17234 0.09128
N1 -0.58333 0.46698 -1.16388
C5 -0.09308 1.23741 -2.29664
C6 -1.27323 1.66348 -3.16701
N2 1.55239 -2.31354 1.90866
H1 2.01995 -0.26079 1.86045
H2 1.84820 -0.70210 3.53127
H3 -0.67516 0.00534 3.10847
H4 -0.27185 -1.66247 2.98818
H5 -1.73267 -0.81532 0.72324
H6 0.92171 0.38069 0.13867
H7 -1.65360 0.46570 -1.19777
H8 0.34150 2.15805 -1.89278
H9 0.63004 0.71419 -2.97602
H10 -1.74655 0.73824 -3.48151
H11 -1.08678 1.93555 -4.16792
H12 -1.75957 2.60393 -2.90717
H13 0.88712 -2.43866 1.19510
H14 2.44360 -2.27421 1.64354

Charge distribution, Löwdin scheme, values in e:
1. C -0.203
2. C -0.257
3. C -0.148
4. C -0.166
5. N -0.063
6. C -0.266
7. C -0.112
8. N 0.011
9. H 0.089
10. H 0.109
11. H 0.103
12. H 0.110
13. H 0.102
14. H 0.103
15. H 0.147
16. H 0.107
17. H 0.120
18. H 0.081
19. H 0.047
20. H 0.084
21. H 0.025
22. H -0.021


Version two
ORCA calculation (ωB97M-V/def2-TZVPD) on one molecule with the formula C6H14N2.

LUMO level   0.03915 Eh
SMILES string   C=CN(N)[C@@H](C)CC
HOMO-LUMO gap   9.297 eV
Spin multiplicity   1

Cartesian coordinates (Å):
C1 0.28761 -0.33800 -0.43531
C2 1.82022 0.10829 -0.38016
C3 -0.30883 -0.06586 -1.81624
C4 2.61281 -0.74134 0.60044
N1 -0.45200 0.34400 0.63755
N2 -0.59721 1.73880 0.55162
C5 -1.61388 -0.38922 1.13351
C6 -2.89823 -0.21311 0.81399
H1 0.26064 -1.42055 -0.26355
H2 -1.36824 1.99786 -0.06381
H3 -0.80942 2.12255 1.47316
H4 -1.32549 -1.15265 1.85362
H5 2.26659 -0.00155 -1.37485
H6 1.92917 1.16601 -0.12010
H7 0.28714 -0.55727 -2.59212
H8 -1.32910 -0.45672 -1.88140
H9 -0.34216 1.00164 -2.05497
H10 3.65715 -0.41291 0.63346
H11 2.60201 -1.79363 0.29666
H12 2.20105 -0.67361 1.61157
H13 -3.19821 0.51414 0.06691
H14 -3.68162 -0.77685 1.31001

Charge distribution, Löwdin scheme, values in e:
1. C -0.351
2. C -0.215
3. C -0.070
4. C -0.127
5. N -0.224
6. N 0.046
7. C -0.177
8. C 0.006
9. H 0.136
10. H 0.067
11. H 0.092
12. H 0.099
13. H 0.098
14. H 0.098
15. H 0.076
16. H 0.069
17. H 0.074
18. H 0.068
19. H 0.069
20. H 0.070
21. H 0.049
22. H 0.048


Most stable structure - version two; separation to the second - 0.0552 hartree.


Version one
ORCA calculation (ωB97M-V/def2-TZVPD) on C6H14N2 as an isolated structure.

LUMO level   0.03252 Eh
HOMO-LUMO gap   9.054 eV
Spin multiplicity   1

Cartesian coordinates (Å):
C1 -1.28190 1.36125 -1.30218
C2 -0.66864 -0.06511 -1.47972
C3 2.36705 0.22702 0.20436
C4 -0.13642 -0.57346 0.88156
C5 -0.08080 0.54882 1.95475
C6 -1.58267 -1.15108 0.68779
H1 -2.00045 1.41383 -2.11585
H2 -0.37436 1.97208 -1.46723
H3 -1.73443 1.60301 -0.38397
H4 -0.15778 -0.01173 -2.46027
H5 -1.27899 -1.10121 -1.64029
H6 3.48518 0.35567 -0.06068
H7 2.28267 -0.07283 1.21573
H8 0.46812 -1.54580 1.09734
H9 -0.79645 -0.30380 2.83934
H10 1.10852 0.80380 2.46180
H11 -0.54625 1.70101 1.39189
H12 -2.38228 -0.67478 0.08556
H13 -1.85836 -1.35896 1.83230
H14 -1.37426 -2.09424 0.20830
N1 0.36480 -0.43839 -0.46054
N2 1.55797 0.04257 -0.77993

Charge distribution, Löwdin scheme, values in e:
1. C -0.079
2. C -0.236
3. C -0.089
4. C -0.512
5. C -0.091
6. C -0.105
7. H 0.072
8. H 0.085
9. H 0.023
10. H 0.104
11. H 0.144
12. H 0.081
13. H 0.008
14. H 0.166
15. H 0.161
16. H 0.115
17. H 0.155
18. H 0.075
19. H 0.097
20. H 0.063
21. N -0.233
22. N -0.005


Version two
ORCA calculation (ωB97M-V/def2-TZVPD) on one molecule with the formula C6H14N2.

LUMO level   0.03246 Eh
SMILES string   CC(C)(C)/N=C\CN
HOMO-LUMO gap   9.733 eV
Spin multiplicity   1

Cartesian coordinates (Å):
C1 0.36601 0.83160 -0.50165
C2 -1.29513 -1.54827 1.06290
C3 1.44804 0.71864 -1.58832
C4 -0.26987 2.22776 -0.56108
C5 1.02644 0.63344 0.87014
N1 -0.88760 -2.94582 0.97080
C6 -1.30216 -0.97962 -0.34438
N2 -0.65994 -0.08114 -0.92688
H1 -0.91912 -3.38654 1.88418
H2 0.06446 -3.00758 0.61060
H3 -2.00644 -1.51292 -0.98036
H4 -0.68425 -0.95856 1.75908
H5 -2.33013 -1.53523 1.42350
H6 2.18936 1.50614 -1.47040
H7 0.98911 0.80213 -2.56984
H8 1.94632 -0.24701 -1.52292
H9 -1.08735 2.29795 0.15247
H10 0.46988 2.98713 -0.32406
H11 -0.66467 2.41241 -1.55532
H12 0.32592 0.82998 1.68032
H13 1.85465 1.33114 0.96218
H14 1.42654 -0.37555 0.96904

Charge distribution, Löwdin scheme, values in e:
1. C -0.635
2. C -0.269
3. C -0.054
4. C -0.046
5. C -0.059
6. N -0.011
7. C -0.150
8. N 0.079
9. H 0.065
10. H 0.069
11. H 0.107
12. H 0.079
13. H 0.112
14. H 0.079
15. H 0.079
16. H 0.079
17. H 0.081
18. H 0.081
19. H 0.080
20. H 0.072
21. H 0.080
22. H 0.080


Most stable structure - version two; separation to the second - 0.2062 hartree.